Record 1
# C46H88F17N2O8SSi

A 8-piece molecular cluster, C46H88F17N2O8SSi overall (the ωB97M-V functional and the def2-TZVPD basis, the Open Molecules 2025 dataset).

Atoms and positions in Å:
C (4.86, -2.26, -2.13)
Si (3.83, -0.71, -2.05)
C (5.07, 0.75, -2.16)
C (2.70, -0.77, -3.58)
C (2.69, -0.32, -0.54)
C (2.04, 0.88, -0.71)
O (2.29, 1.57, -1.86)
C (1.16, 1.42, 0.22)
C (0.46, 2.75, 0.12)
C (0.86, 3.75, -0.98)
C (0.15, 3.60, -2.35)
S (-0.71, 1.99, -2.57)
C (0.92, 0.60, 1.37)
C (-0.07, 1.14, 2.40)
C (-1.49, 0.52, 2.37)
C (-2.35, 0.92, 1.17)
F (-2.66, 2.24, 1.27)
F (-1.75, 0.63, 0.01)
C (-3.65, 0.02, 1.18)
F (-4.09, -0.18, 2.44)
F (-3.21, -1.18, 0.75)
C (-4.77, 0.50, 0.19)
F (-4.32, 1.40, -0.69)
F (-5.10, -0.58, -0.56)
C (-6.13, 0.93, 0.85)
F (-6.66, -0.13, 1.47)
F (-6.94, 1.17, -0.21)
C (-6.14, 2.24, 1.68)
F (-7.39, 2.73, 1.61)
F (-5.36, 3.20, 1.14)
C (-5.79, 2.17, 3.20)
F (-4.48, 2.33, 3.44)
F (-6.38, 3.23, 3.78)
F (-6.23, 1.08, 3.83)
C (1.58, -0.59, 1.52)
C (1.38, -1.49, 2.74)
F (1.15, -2.78, 2.39)
F (0.28, -1.21, 3.49)
C (2.60, -1.39, 3.75)
F (2.26, -0.57, 4.75)
F (2.92, -2.60, 4.22)
N (2.46, -1.01, 0.58)
C (3.23, -2.26, 0.74)
C (2.63, -3.44, -0.04)
C (3.59, -4.65, -0.04)
C (3.06, -5.73, -1.00)
N (1.61, -5.90, -0.91)
H (5.49, -2.19, -3.02)
H (5.56, -2.44, -1.30)
H (4.24, -3.15, -2.30)
H (6.07, 0.34, -2.32)
H (4.78, 1.30, -3.06)
H (5.04, 1.39, -1.28)
H (2.56, -1.79, -3.92)
H (3.28, -0.26, -4.36)
H (1.76, -0.23, -3.43)
H (3.06, 2.13, -1.74)
H (-0.63, 2.67, 0.11)
H (0.68, 3.27, 1.07)
H (0.60, 4.75, -0.61)
H (1.94, 3.78, -1.10)
H (-0.61, 4.38, -2.45)
H (0.87, 3.70, -3.16)
H (-0.54, 1.74, -3.88)
H (0.36, 0.92, 3.38)
H (-0.19, 2.22, 2.41)
H (-1.52, -0.57, 2.43)
H (-2.01, 0.89, 3.26)
H (3.44, -0.91, 3.23)
H (3.25, -2.62, 1.77)
H (4.30, -2.14, 0.53)
H (2.39, -3.17, -1.08)
H (1.69, -3.80, 0.40)
H (3.56, -5.08, 0.97)
H (4.58, -4.28, -0.32)
H (3.31, -5.41, -2.03)
H (3.53, -6.69, -0.78)
H (1.11, -5.24, -1.50)
H (1.32, -6.82, -1.20)
C (-0.24, -7.16, 4.45)
C (0.72, -6.62, 3.40)
C (1.29, -5.28, 3.81)
O (0.05, -6.50, 2.15)
H (-1.09, -6.48, 4.57)
H (-0.65, -8.12, 4.14)
H (0.25, -7.28, 5.41)
H (1.53, -7.34, 3.25)
H (0.49, -4.54, 3.91)
H (1.97, -4.90, 3.05)
H (1.83, -5.35, 4.75)
H (-0.68, -5.88, 2.26)
C (-4.29, 7.28, -2.29)
C (-3.68, 6.01, -2.86)
C (-4.75, 5.08, -3.42)
O (-2.95, 5.32, -1.83)
H (-4.98, 7.04, -1.47)
H (-3.52, 7.93, -1.88)
H (-4.84, 7.83, -3.06)
H (-2.97, 6.26, -3.64)
H (-5.45, 4.77, -2.64)
H (-4.30, 4.17, -3.82)
H (-5.31, 5.57, -4.22)
H (-3.57, 5.09, -1.13)
C (4.85, -9.40, 1.00)
C (5.96, -8.35, 0.96)
C (7.32, -8.97, 1.22)
O (5.69, -7.34, 1.94)
H (4.81, -9.87, 1.98)
H (3.88, -8.94, 0.82)
H (5.02, -10.17, 0.24)
H (5.96, -7.85, -0.01)
H (7.35, -9.44, 2.21)
H (8.10, -8.21, 1.20)
H (7.56, -9.73, 0.48)
H (5.69, -7.76, 2.80)
C (6.30, -4.37, 2.48)
C (7.40, -3.32, 2.43)
C (8.76, -3.93, 2.70)
O (7.13, -2.30, 3.40)
H (6.25, -4.84, 3.46)
H (5.33, -3.91, 2.29)
H (6.47, -5.14, 1.73)
H (7.40, -2.83, 1.46)
H (8.79, -4.39, 3.70)
H (9.54, -3.17, 2.68)
H (9.01, -4.70, 1.96)
H (7.13, -2.72, 4.27)
C (-3.53, 11.59, -1.67)
C (-2.06, 11.49, -2.03)
C (-1.65, 12.58, -3.00)
O (-1.79, 10.21, -2.59)
H (-4.15, 11.47, -2.56)
H (-3.81, 10.80, -0.97)
H (-3.76, 12.56, -1.21)
H (-1.45, 11.56, -1.12)
H (-2.21, 12.49, -3.94)
H (-0.59, 12.49, -3.26)
H (-1.82, 13.57, -2.59)
H (-2.31, 10.12, -3.40)
C (-6.26, -3.03, 2.86)
C (-6.72, -3.35, 4.27)
C (-8.21, -3.14, 4.43)
O (-6.02, -2.52, 5.20)
H (-6.46, -1.99, 2.62)
H (-5.18, -3.17, 2.77)
H (-6.76, -3.66, 2.13)
H (-6.46, -4.38, 4.52)
H (-8.48, -2.10, 4.23)
H (-8.53, -3.36, 5.45)
H (-8.78, -3.78, 3.74)
H (-6.23, -1.60, 5.00)
C (-3.13, 7.02, -7.12)
C (-2.52, 5.74, -7.68)
C (-3.59, 4.82, -8.25)
O (-1.80, 5.06, -6.65)
H (-3.82, 6.79, -6.30)
H (-2.36, 7.67, -6.71)
H (-3.68, 7.57, -7.89)
H (-1.81, 5.99, -8.46)
H (-4.30, 4.52, -7.46)
H (-3.14, 3.91, -8.64)
H (-4.15, 5.30, -9.05)
H (-2.42, 4.84, -5.96)

Output
- total charge = +1
- E_HOMO (eV) = -11.0
- multiplicity = 1
- max |F| (eV/Å) = 2.0


Record 2
# C46H89N7O10

A 13-piece molecular cluster, C46H89N7O10 overall (the ωB97M-V functional and the def2-TZVPD basis, the Open Molecules 2025 dataset).

Atoms and positions in Å:
C (4.18, -2.07, 1.54)
C (5.24, -1.86, 0.50)
C (5.20, -0.46, -0.18)
C (5.28, 0.66, 0.78)
N (5.17, 1.45, 1.63)
H (4.33, -3.04, 2.07)
H (3.22, -2.03, 1.06)
H (4.27, -1.27, 2.23)
H (5.19, -2.54, -0.37)
H (6.31, -1.98, 0.97)
H (4.23, -0.33, -0.67)
H (5.92, -0.40, -0.98)
C (2.72, 2.20, 5.29)
C (2.42, 2.99, 6.55)
C (1.26, 2.23, 7.27)
C (0.07, 1.99, 6.54)
N (-0.98, 1.76, 6.08)
H (3.39, 2.78, 4.61)
H (1.78, 2.10, 4.68)
H (3.18, 1.27, 5.51)
H (2.03, 4.03, 6.39)
H (3.25, 3.00, 7.18)
H (0.98, 2.75, 8.18)
H (1.65, 1.24, 7.49)
C (-4.30, -0.66, -4.27)
C (-3.90, 0.46, -3.22)
C (-2.87, 1.43, -3.87)
C (-1.56, 0.81, -4.09)
N (-0.49, 0.37, -4.27)
H (-3.40, -1.22, -4.53)
H (-4.64, -0.17, -5.20)
H (-5.01, -1.36, -3.91)
H (-3.55, 0.13, -2.25)
H (-4.79, 1.07, -3.07)
H (-2.70, 2.29, -3.22)
H (-3.21, 1.75, -4.85)
C (1.23, -3.80, -4.86)
C (1.04, -2.29, -5.11)
C (2.11, -1.31, -4.59)
C (2.35, -1.34, -3.11)
N (2.55, -1.40, -1.94)
H (0.91, -4.09, -3.83)
H (2.24, -4.08, -4.85)
H (0.75, -4.46, -5.65)
H (0.06, -1.90, -4.72)
H (1.06, -2.17, -6.20)
H (1.77, -0.28, -4.90)
H (3.04, -1.41, -5.07)
C (-0.80, 6.82, -3.99)
C (-1.13, 5.80, -2.88)
C (-2.58, 5.23, -3.00)
C (-3.54, 6.23, -2.86)
N (-4.31, 7.10, -2.84)
H (-1.10, 6.55, -5.00)
H (0.26, 7.11, -3.91)
H (-1.43, 7.74, -3.79)
H (-1.00, 6.22, -1.88)
H (-0.49, 4.91, -2.92)
H (-2.68, 4.50, -2.22)
H (-2.59, 4.68, -3.91)
C (-0.04, -3.67, 1.89)
C (0.14, -2.84, 0.65)
C (0.83, -3.47, -0.52)
C (0.47, -4.78, -0.92)
N (0.25, -5.82, -1.32)
H (-0.51, -4.62, 1.80)
H (-0.70, -3.04, 2.60)
H (0.96, -3.88, 2.35)
H (0.61, -1.95, 0.81)
H (-0.89, -2.56, 0.23)
H (1.93, -3.34, -0.57)
H (0.64, -2.88, -1.44)
C (-1.10, 0.04, 2.86)
C (-1.50, 1.24, 1.99)
C (-1.40, 0.98, 0.53)
C (-1.46, 2.08, -0.44)
N (-1.49, 2.90, -1.22)
H (-1.69, -0.83, 2.47)
H (-1.29, 0.22, 3.91)
H (0.00, -0.13, 2.66)
H (-1.06, 2.21, 2.35)
H (-2.54, 1.44, 2.23)
H (-2.18, 0.24, 0.22)
H (-0.45, 0.43, 0.28)
O (-4.09, -5.30, -2.92)
C (-3.48, -6.31, -3.33)
O (-4.03, -7.53, -3.37)
C (-5.28, -7.66, -2.70)
C (-5.58, -9.19, -2.84)
C (-2.06, -6.31, -3.78)
H (-5.96, -6.97, -3.24)
H (-5.18, -7.37, -1.64)
H (-6.25, -9.41, -2.02)
H (-4.67, -9.70, -2.50)
H (-5.95, -9.50, -3.81)
H (-1.44, -6.40, -2.83)
H (-1.74, -5.47, -4.34)
H (-1.77, -7.21, -4.33)
O (3.95, 1.88, -3.83)
C (3.49, 2.63, -3.02)
O (4.28, 3.28, -2.10)
C (5.65, 3.23, -2.29)
C (6.39, 3.98, -1.19)
C (2.05, 3.12, -2.98)
H (5.89, 3.61, -3.27)
H (6.03, 2.21, -2.22)
H (6.34, 5.08, -1.07)
H (7.44, 3.83, -1.46)
H (6.26, 3.53, -0.22)
H (1.44, 2.49, -2.31)
H (1.65, 3.04, -3.97)
H (2.03, 4.15, -2.62)
O (0.37, 5.15, 1.37)
C (0.72, 4.81, 2.47)
O (1.65, 3.83, 2.66)
C (2.45, 3.52, 1.50)
C (1.84, 2.42, 0.62)
C (0.18, 5.36, 3.80)
H (3.41, 3.09, 1.89)
H (2.54, 4.37, 0.91)
H (1.79, 1.46, 1.13)
H (2.49, 2.27, -0.17)
H (0.87, 2.59, 0.19)
H (0.17, 4.60, 4.57)
H (-0.81, 5.77, 3.53)
H (0.79, 6.15, 4.18)
O (2.03, -0.57, 6.57)
C (1.79, -1.31, 5.66)
O (0.69, -2.16, 5.61)
C (-0.22, -2.07, 6.73)
C (-1.56, -2.00, 6.19)
C (2.63, -1.53, 4.47)
H (0.09, -1.27, 7.41)
H (-0.07, -2.94, 7.35)
H (-1.58, -1.07, 5.64)
H (-2.40, -2.08, 6.89)
H (-1.64, -2.72, 5.41)
H (2.03, -1.38, 3.57)
H (2.91, -2.57, 4.33)
H (3.49, -0.91, 4.56)
C (-5.25, 2.48, -0.11)
O (-4.63, 1.28, 0.36)
H (-5.95, 2.31, -0.97)
H (-5.80, 3.03, 0.67)
H (-4.45, 3.15, -0.36)
H (-5.09, 0.91, 1.11)
C (-4.40, -3.09, -0.39)
O (-3.78, -2.06, 0.34)
H (-4.28, -4.07, 0.19)
H (-5.48, -2.93, -0.56)
H (-3.83, -3.27, -1.29)
H (-4.22, -2.01, 1.20)

Output
- total charge = 0
- E_HOMO (eV) = -10.2
- multiplicity = 1
- max |F| (eV/Å) = 4.6


Record 3
# C46H90O35PS7Tl

C46H90O35PS7Tl as an isolated structure (the ωB97M-V functional and the def2-TZVPD basis, the Open Molecules 2025 dataset).

Atoms and positions in Å:
Tl (1.22, -1.70, 2.36)
P (-0.24, -0.08, -0.04)
O (1.22, -0.72, -0.27)
O (-0.04, 0.83, 1.22)
O (-0.89, -1.36, 0.53)
O (-0.94, 0.48, -1.30)
C (-2.38, 1.08, 3.46)
C (-2.45, 2.06, 2.23)
C (-3.13, 1.45, 0.98)
O (-4.33, 2.10, 0.97)
C (-4.40, 3.05, 1.89)
O (-5.28, 3.93, 2.03)
O (-3.39, 2.94, 2.71)
H (-3.33, 0.78, 3.90)
H (-1.82, 1.60, 4.24)
H (-1.87, 0.19, 3.10)
H (-1.54, 2.62, 2.02)
H (-3.30, 0.38, 1.07)
H (-2.52, 1.67, 0.10)
C (0.78, 8.88, 1.33)
C (0.87, 7.77, 2.40)
C (1.03, 6.34, 1.98)
O (2.12, 5.98, 2.78)
C (2.69, 7.02, 3.44)
O (3.67, 6.98, 4.14)
O (2.07, 8.08, 3.15)
H (-0.17, 8.68, 0.83)
H (1.69, 8.98, 0.73)
H (0.53, 9.76, 1.92)
H (0.11, 7.71, 3.17)
H (1.33, 6.29, 0.93)
H (0.17, 5.70, 2.21)
C (5.33, -1.75, -4.48)
C (5.96, -3.09, -4.35)
C (7.13, -3.21, -3.38)
O (6.79, -4.37, -2.59)
C (5.59, -4.77, -2.91)
O (5.08, -5.70, -2.30)
O (5.04, -4.05, -3.86)
H (4.65, -1.62, -5.32)
H (6.12, -1.00, -4.51)
H (4.65, -1.48, -3.66)
H (6.25, -3.38, -5.36)
H (7.13, -2.32, -2.76)
H (8.08, -3.37, -3.90)
C (-3.54, 4.30, -1.62)
C (-3.22, 5.60, -0.86)
C (-2.22, 5.39, 0.25)
O (-1.36, 6.47, 0.06)
C (-1.46, 6.93, -1.26)
O (-0.75, 7.74, -1.77)
O (-2.53, 6.37, -1.83)
H (-2.66, 3.67, -1.74)
H (-3.94, 4.47, -2.62)
H (-4.21, 3.69, -1.01)
H (-4.05, 6.21, -0.50)
H (-1.65, 4.46, 0.30)
H (-2.67, 5.44, 1.24)
C (2.32, -3.67, -1.59)
C (1.09, -3.26, -2.32)
C (1.38, -2.00, -3.14)
O (1.08, -2.37, -4.47)
C (0.88, -3.65, -4.54)
O (0.61, -4.30, -5.58)
O (0.84, -4.18, -3.26)
H (3.25, -3.76, -2.14)
H (2.15, -4.64, -1.11)
H (2.41, -3.03, -0.71)
H (0.27, -3.03, -1.64)
H (2.44, -1.73, -3.19)
H (0.78, -1.22, -2.67)
C (-0.31, 0.83, -4.82)
C (-1.66, 0.57, -4.17)
C (-2.22, 1.85, -3.59)
O (-3.36, 2.03, -4.41)
C (-3.58, 1.02, -5.25)
O (-4.60, 0.92, -5.89)
O (-2.50, 0.16, -5.19)
H (0.10, -0.06, -5.30)
H (0.42, 1.14, -4.07)
H (-0.26, 1.74, -5.42)
H (-1.60, -0.28, -3.48)
H (-1.55, 2.70, -3.70)
H (-2.40, 1.65, -2.53)
C (3.02, 1.95, -1.40)
C (1.65, 2.45, -2.02)
C (0.79, 3.21, -1.03)
O (0.78, 4.54, -1.62)
C (1.41, 4.59, -2.78)
O (1.68, 5.58, -3.41)
O (1.86, 3.31, -3.07)
H (3.58, 2.77, -0.96)
H (3.57, 1.48, -2.22)
H (2.83, 1.14, -0.69)
H (1.11, 1.55, -2.34)
H (1.30, 3.14, -0.07)
H (-0.16, 2.70, -0.87)
C (-2.73, -3.13, -3.05)
C (-2.96, -2.75, -1.59)
C (-3.62, -1.33, -1.39)
O (-4.82, -1.58, -0.67)
C (-5.04, -2.94, -0.59)
O (-6.14, -3.43, -0.28)
O (-4.06, -3.57, -1.24)
H (-2.00, -2.47, -3.52)
H (-3.70, -3.10, -3.54)
H (-2.29, -4.11, -3.25)
H (-2.12, -2.89, -0.92)
H (-3.65, -0.80, -2.34)
H (-2.91, -0.72, -0.82)
C (-3.00, -4.85, 4.23)
S (-2.38, -3.14, 4.16)
O (-0.88, -3.21, 3.82)
C (-3.23, -2.54, 2.57)
H (-2.88, -5.28, 5.22)
H (-2.45, -5.49, 3.55)
H (-4.06, -4.96, 3.98)
H (-4.27, -2.27, 2.74)
H (-3.17, -3.24, 1.74)
H (-2.73, -1.63, 2.24)
C (1.01, 2.76, 4.19)
S (2.64, 2.00, 4.01)
O (2.30, 0.52, 4.15)
C (2.93, 2.38, 2.20)
H (0.57, 2.56, 5.17)
H (0.35, 2.23, 3.50)
H (1.13, 3.81, 3.93)
H (3.93, 2.27, 1.78)
H (2.61, 3.42, 2.05)
H (2.21, 1.84, 1.58)
C (5.98, 1.01, 0.97)
S (5.22, -0.62, 1.28)
O (3.75, -0.59, 1.70)
C (5.17, -1.39, -0.40)
H (5.34, 1.70, 0.41)
H (6.88, 0.83, 0.38)
H (6.30, 1.45, 1.91)
H (6.09, -1.83, -0.77)
H (4.78, -0.65, -1.11)
H (4.40, -2.15, -0.52)
C (-0.01, -6.70, 1.83)
S (-0.61, -5.06, 1.25)
O (0.73, -4.31, 1.19)
C (-1.03, -5.72, -0.43)
H (0.51, -7.25, 1.04)
H (-0.79, -7.42, 2.08)
H (0.61, -6.66, 2.73)
H (-1.71, -6.57, -0.43)
H (-0.10, -5.91, -0.96)
H (-1.55, -4.93, -0.97)
C (6.00, -4.57, 1.40)
S (4.34, -4.54, 2.26)
O (3.52, -3.39, 1.73)
C (3.59, -5.95, 1.37)
H (6.57, -5.34, 1.92)
H (6.50, -3.63, 1.64)
H (6.00, -4.75, 0.33)
H (2.52, -5.91, 1.57)
H (4.01, -6.84, 1.84)
H (3.88, -5.88, 0.32)
C (0.13, -1.75, 7.23)
S (-0.42, -0.34, 6.17)
O (-0.32, -0.77, 4.65)
C (-2.21, -0.35, 6.69)
H (-0.08, -1.45, 8.25)
H (1.19, -2.04, 7.21)
H (-0.48, -2.63, 7.01)
H (-2.70, -1.22, 6.24)
H (-2.68, 0.56, 6.32)
H (-2.30, -0.31, 7.77)
C (-6.20, 1.77, -2.19)
S (-7.71, 0.89, -2.86)
O (-7.25, -0.24, -3.74)
C (-8.19, 0.00, -1.28)
H (-5.83, 2.40, -3.01)
H (-5.49, 0.99, -1.91)
H (-6.54, 2.36, -1.35)
H (-9.11, -0.55, -1.47)
H (-8.27, 0.76, -0.50)
H (-7.41, -0.76, -1.22)

Output
- total charge = 0
- E_HOMO (eV) = -8.3
- multiplicity = 1
- max |F| (eV/Å) = 5.6


One value per record, in order, for frontier orbital gap: 7.368 10.539 2.589 eV.